92
Properties=species:S:1:pos:R:3:forces:R:3 method="wB97M-V/def2-TZVPD" e_lumo_ha="-0.2572 / -0.2800" homo_ha="-0.4832 / -0.4931" largest_force_ev_per_a=2.58 e_above_lowest_ev=0.000 gap_ev="6.148 / 5.798" spin_multiplicity=2 total_charge=+2
Te 0.0893 1.3052 -0.9991 -0.270 0.044 -0.453
Ru -1.6992 -1.4516 1.7038 2.467 0.683 -0.343
O 0.2827 -1.0652 3.0250 -0.587 0.273 0.145
N -2.3946 -1.7056 3.5192 -0.682 -0.088 1.356
N -2.8889 0.2644 1.3627 0.109 0.048 0.083
N -0.7794 -3.2901 2.1554 -0.123 -0.175 -0.209
N -0.4664 -4.7499 3.8203 0.010 0.026 -0.031
N -3.0849 -2.1347 6.1803 0.040 -0.014 -0.062
N -0.2037 -0.1105 1.1397 -0.862 -0.451 0.088
N 0.2192 -5.1038 2.7178 0.005 -0.064 0.055
C -4.5879 -4.0575 -0.0803 0.019 -0.103 0.002
C 4.2589 1.9744 2.5281 -0.019 -0.008 0.043
C -5.6186 -3.1870 -0.4036 0.028 0.018 0.018
C 3.7067 -0.9334 -1.7726 -0.003 0.069 0.041
C 1.9047 -2.4232 -2.2421 0.038 0.025 0.041
C 1.8827 0.5689 2.2517 0.064 -0.125 0.055
C 1.8743 1.9591 2.2268 -0.053 0.070 0.099
C 1.7993 4.4499 -4.3151 0.004 -0.046 -0.069
C 2.8218 0.0648 -1.3630 0.027 -0.136 0.031
C -1.9403 -2.7772 4.2080 0.142 0.031 -0.206
C 1.0860 2.1903 -3.7342 0.195 0.072 -0.132
C -3.1959 -0.8564 4.1742 0.039 -0.241 -0.005
C 1.5339 4.8596 -3.0163 -0.060 -0.007 0.096
C -3.4135 -3.5881 0.4973 -0.088 0.020 -0.060
C -0.4728 -1.8447 -1.8777 -0.170 -0.204 0.280
C -5.4774 -1.8288 -0.1620 0.055 -0.003 0.000
C 3.0625 2.6608 2.3775 -0.009 0.027 0.038
C 1.0517 3.9750 -2.0594 0.043 0.072 -0.101
C 3.2767 -2.1669 -2.2304 -0.061 -0.051 -0.005
C 0.6314 -0.2132 2.1446 -0.219 -0.491 -0.216
C -2.2940 -2.9776 5.5307 -0.012 -0.078 0.065
C -3.5267 -1.0856 5.5021 -0.072 0.092 -0.004
C 0.7878 4.4821 -0.6714 -0.083 0.045 0.135
C 1.5533 3.1200 -4.6514 -0.023 -0.058 -0.003
C 0.8524 2.6357 -2.4211 0.071 0.117 0.038
C -4.8621 1.1248 0.3432 -0.008 -0.081 0.057
C -2.5436 1.5117 1.7169 0.027 -0.138 0.041
C 0.0315 -4.2356 1.7229 0.032 0.103 -0.001
C 2.3154 5.4059 -5.3494 0.009 0.021 0.024
C 4.2673 0.5849 2.5551 0.006 0.017 0.020
C 1.4527 -0.2163 -1.4278 0.085 -0.179 0.163
C -1.0526 -3.6482 3.4413 -0.119 0.107 0.031
C -4.3059 -1.3554 0.4162 -0.115 0.064 -0.047
C -4.4972 2.4070 0.6996 0.007 0.069 -0.006
C 3.4141 1.3533 -0.8624 -0.018 0.107 -0.038
C -3.2652 -2.2285 0.7697 -0.026 0.103 -0.283
C -3.3205 2.6077 1.4132 0.002 -0.011 -0.001
C 0.9794 -1.4756 -1.8370 0.148 0.026 -0.118
C 4.2494 -3.2091 -2.6991 0.041 -0.004 -0.001
C 0.8434 0.7832 -4.2132 -0.020 -0.065 -0.099
C 3.0804 -0.1186 2.4345 0.004 0.012 -0.049
C -4.0469 0.0558 0.7028 0.039 0.076 -0.029
H -5.1232 3.2465 0.4280 -0.005 -0.004 0.009
H -3.5759 -0.0052 3.6366 0.000 0.039 -0.019
H -3.0078 3.5924 1.7295 -0.016 0.009 -0.006
H -0.0869 0.3586 -3.8254 0.037 0.055 -0.005
H -4.1740 -0.3891 6.0200 0.008 -0.015 0.012
H -1.1310 -1.0583 -2.2496 0.023 0.035 0.035
H 0.7777 -5.9440 2.7225 0.009 -0.003 0.008
H 0.7599 5.5704 -0.6606 0.024 -0.018 0.017
H -0.6386 -2.7298 -2.4907 0.047 0.055 -0.082
H 1.6313 5.4587 -6.1973 0.001 -0.003 -0.003
H -5.7733 0.9442 -0.2076 -0.001 0.008 0.000
H 1.6556 0.1098 -3.9317 -0.030 0.081 -0.075
H 1.5636 4.1623 0.0255 0.081 -0.036 0.048
H -0.1735 4.1372 -0.2741 0.000 -0.030 -0.051
H 5.1854 2.5209 2.6428 -0.004 0.009 -0.003
H 5.2751 -2.8513 -2.6376 0.000 0.001 -0.003
H 4.3708 1.1483 -0.3828 -0.010 0.026 -0.061
H 1.5506 -3.3852 -2.5985 -0.004 0.016 -0.005
H 3.0552 3.7429 2.3899 -0.007 0.005 -0.004
H 3.2817 5.0748 -5.7323 -0.005 -0.011 -0.001
H -6.2841 -1.1555 -0.4204 0.008 0.006 -0.006
H -1.6142 1.5982 2.2625 -0.001 0.056 -0.018
H 1.6995 5.8948 -2.7414 -0.009 -0.007 0.005
H -4.6992 -5.1165 -0.2745 -0.006 0.008 -0.001
H -0.8076 -2.1202 -0.8671 -0.114 0.139 -0.026
H 3.0756 -1.2002 2.4792 -0.007 0.000 -0.001
H 2.4356 6.4086 -4.9445 -0.005 -0.004 0.005
H -2.6371 -4.3003 0.7399 0.014 0.018 0.022
H -6.5310 -3.5660 -0.8429 0.004 0.000 -0.010
H 4.1717 -4.1169 -2.0987 -0.017 0.003 -0.001
H 2.7951 1.8556 -0.1166 -0.005 -0.090 -0.136
H 0.9366 2.4968 2.1399 -0.017 -0.010 -0.046
H 0.7665 0.7760 -5.2984 -0.007 0.009 -0.023
H 0.4873 -4.3118 0.7492 -0.019 0.017 -0.003
H 5.1999 0.0526 2.6858 0.000 -0.005 0.003
H -1.9210 -3.8437 6.0635 0.007 0.008 -0.002
H 1.7240 2.7977 -5.6727 -0.010 0.005 -0.002
H 4.0488 -3.4873 -3.7345 -0.009 0.003 0.003
H 3.5901 2.0565 -1.6785 -0.006 -0.005 -0.047
H 4.7703 -0.7283 -1.7284 -0.002 0.008 -0.004